Record 1
The following is a DFT calculation (wB97M-V/def2-TZVPD) of a structure of composition C36H60BCdN9O2PS4 at a distorted geometry.

Calculated total energy in a.u.: -4177.751256
Molecular weight in g/mol: 933.40
Energy relative to the best compared isomer or geometry (same formula, charge and spin) in kcal per mole: 32.97
Total charge: +1

Atoms and positions in Å:
Cd (-0.50, 0.51, -0.10)
C (3.97, -0.42, 2.40)
C (3.14, -1.62, 2.10)
C (3.11, -2.72, 2.90)
C (2.28, -3.81, 2.54)
N (1.58, -3.78, 1.45)
N (1.58, -2.70, 0.66)
B (0.59, -2.89, -0.46)
N (0.69, -2.10, -1.73)
N (1.13, -3.36, -1.77)
C (1.73, -3.93, -2.76)
C (1.84, -3.13, -3.94)
C (1.41, -1.83, -3.96)
C (1.54, -0.99, -5.16)
C (0.81, -1.25, -2.77)
S (0.37, 0.35, -2.70)
C (2.19, -5.35, -2.65)
C (1.18, -6.18, -3.47)
C (2.16, -5.77, -1.18)
C (3.60, -5.51, -3.22)
N (-0.71, -3.50, 0.04)
N (-0.93, -4.78, -0.27)
C (-2.00, -5.37, 0.16)
C (-3.04, -4.63, 0.78)
C (-2.81, -3.34, 1.15)
C (-3.85, -2.50, 1.80)
C (-1.51, -2.81, 0.89)
S (-0.93, -1.46, 1.70)
C (-2.15, -6.87, 0.06)
C (-2.27, -7.39, 1.50)
C (-0.92, -7.52, -0.58)
C (-3.39, -7.23, -0.77)
C (2.31, -1.58, 0.94)
S (2.22, -0.21, -0.02)
C (2.08, -5.05, 3.38)
C (3.10, -5.17, 4.51)
C (2.18, -6.29, 2.49)
C (0.66, -4.95, 3.96)
H (4.62, -0.61, 3.25)
H (3.32, 0.42, 2.62)
H (4.56, -0.14, 1.53)
H (3.70, -2.75, 3.80)
H (2.28, -3.56, -4.82)
H (1.94, -1.55, -6.00)
H (2.19, -0.14, -4.95)
H (0.56, -0.57, -5.42)
H (0.17, -5.96, -3.14)
H (1.37, -7.24, -3.34)
H (1.26, -5.94, -4.53)
H (1.17, -5.65, -0.77)
H (2.86, -5.17, -0.61)
H (2.46, -6.81, -1.09)
H (3.62, -5.38, -4.30)
H (3.97, -6.51, -3.00)
H (4.28, -4.79, -2.77)
H (-4.00, -5.09, 0.96)
H (-4.73, -3.09, 2.05)
H (-4.15, -1.72, 1.10)
H (-3.47, -2.02, 2.69)
H (-1.40, -7.09, 2.08)
H (-2.33, -8.48, 1.49)
H (-3.16, -7.02, 1.99)
H (-0.04, -7.31, 0.01)
H (-0.77, -7.15, -1.58)
H (-1.07, -8.59, -0.62)
H (-4.31, -6.91, -0.28)
H (-3.43, -8.31, -0.89)
H (-3.34, -6.77, -1.75)
H (4.11, -5.19, 4.11)
H (2.93, -6.10, 5.05)
H (3.01, -4.35, 5.22)
H (3.16, -6.35, 2.04)
H (1.44, -6.25, 1.69)
H (2.01, -7.20, 3.07)
H (0.58, -4.10, 4.64)
H (0.40, -5.85, 4.51)
H (-0.06, -4.81, 3.16)
C (-0.08, 5.86, -0.26)
N (0.26, 4.53, -0.72)
C (1.28, 3.86, 0.07)
C (-0.69, 3.70, -1.29)
O (-0.85, 2.54, -0.90)
N (-1.43, 4.20, -2.31)
C (-2.45, 3.37, -2.90)
C (-1.06, 5.35, -3.10)
H (-0.12, 5.88, 0.83)
H (-1.06, 6.16, -0.63)
H (0.67, 6.58, -0.59)
H (2.08, 4.57, 0.27)
H (1.67, 3.02, -0.49)
H (0.88, 3.48, 1.02)
H (-2.59, 2.47, -2.30)
H (-2.16, 3.07, -3.91)
H (-3.39, 3.92, -2.96)
H (-0.08, 5.72, -2.81)
H (-1.80, 6.15, -3.00)
H (-1.02, 5.06, -4.15)
C (-0.72, 3.49, 3.88)
P (-1.38, 2.14, 2.83)
C (-2.79, 2.83, 1.91)
C (-2.06, 0.90, 3.98)
O (-0.31, 1.60, 1.95)
H (-1.47, 3.86, 4.58)
H (-0.41, 4.31, 3.23)
H (0.14, 3.11, 4.42)
H (-3.56, 3.18, 2.58)
H (-3.20, 2.06, 1.25)
H (-2.44, 3.66, 1.29)
H (-2.90, 1.29, 4.54)
H (-1.28, 0.59, 4.68)
H (-2.37, 0.03, 3.41)
S (-2.55, -2.43, -2.68)
C (-2.37, -1.23, -1.67)
N (-2.24, -0.34, -0.90)

Results of the Mulliken charge analysis, in e, for atoms 1 through 99:
1. Cd 2.89
2. C -1.86
3. C 0.26
4. C -0.82
5. C -0.14
6. N 0.32
7. N 0.51
8. B -1.42
9. N -0.63
10. N 0.28
11. C 0.53
12. C -1.21
13. C 0.50
14. C -1.91
15. C 0.57
16. S -0.41
17. C 2.56
18. C -1.83
19. C -1.14
20. C -1.89
21. N 0.64
22. N 0.12
23. C -0.06
24. C -0.83
25. C -0.16
26. C -1.77
27. C 0.80
28. S -0.54
29. C 2.27
30. C -1.65
31. C -1.74
32. C -1.92
33. C 1.10
34. S -0.29
35. C 2.33
36. C -2.31
37. C -1.22
38. C -1.37
39. H 0.41
40. H 0.26
41. H 0.38
42. H 0.53
43. H 0.41
44. H 0.41
45. H 0.37
46. H 0.37
47. H 0.34
48. H 0.48
49. H 0.43
50. H -0.68
51. H 0.34
52. H 0.74
53. H 0.40
54. H 0.45
55. H 0.43
56. H 0.49
57. H 0.46
58. H 0.27
59. H 0.23
60. H 0.21
61. H 0.47
62. H 0.39
63. H 0.17
64. H 0.19
65. H 0.56
66. H 0.34
67. H 0.48
68. H 0.39
69. H 0.48
70. H 0.42
71. H 0.42
72. H 0.38
73. H -0.14
74. H 0.54
75. H 0.35
76. H 0.42
77. H 0.07
78. C -1.12
79. N 0.21
80. C -0.94
81. C 0.11
82. O -0.21
83. N 0.18
84. C -1.09
85. C -1.12
86. H 0.32
87. H 0.41
88. H 0.31
89. H 0.41
90. H 0.22
91. H 0.22
92. H 0.22
93. H 0.37
94. H 0.36
95. H 0.40
96. H 0.31
97. H 0.38
98. C -1.20
99. P 0.95

Record 2
The following is a DFT calculation (wB97M-V/def2-TZVPD) of a cluster of 3 separate species, C4H14O3 in total at a distorted geometry.

Calculated total energy in a.u.: -386.402953
Multiplicity: 2
Molecular weight in g/mol: 110.15
Energy relative to the best compared isomer or geometry (same formula, charge and spin) in kcal per mole: 43.65
Total charge: -1

Atoms and positions in Å:
C (-3.63, -0.24, 0.33)
O (-4.34, 1.02, 0.36)
C (-2.15, 0.19, 0.48)
C (-1.33, 0.70, -0.80)
C (0.07, 0.21, -0.75)
H (-3.73, -0.99, -0.59)
H (-4.20, -0.82, 1.26)
H (-4.12, 1.33, -0.51)
H (-2.12, 0.95, 1.19)
H (-1.64, -0.58, 1.02)
H (-1.89, 0.33, -1.67)
H (-1.22, 1.78, -0.95)
H (0.71, 0.36, -1.70)
H (0.56, 0.54, 0.12)
H (0.32, -0.80, -0.55)
H (4.25, -0.16, -0.05)
H (3.34, 0.86, 0.89)
O (3.90, 0.73, 0.15)
H (5.29, -2.90, -0.28)
H (6.29, -2.34, 0.76)
O (5.49, -2.10, 0.18)

natural (NBO) analysis output, partial charges in e:
1. C -0.07
2. O -0.72
3. C -0.45
4. C -0.41
5. C -0.68
6. H 0.16
7. H 0.18
8. H 0.46
9. H 0.21
10. H 0.21
11. H 0.18
12. H 0.20
13. H 0.22
14. H 0.21
15. H 0.21
16. H 0.52
17. H 0.46
18. O -1.03
19. H 0.32
20. H 0.30
21. O -1.48

Record 3
The following is a DFT calculation (wB97M-V/def2-TZVPD) of a structure of composition C8H13ClO at a distorted geometry.

Calculated total energy in a.u.: -847.912724
Molecular weight in g/mol: 160.64
Energy relative to the best compared isomer or geometry (same formula, charge and spin) in kcal per mole: 77.01

Atoms and positions in Å:
C (1.67, 0.36, 0.10)
C (0.03, -0.73, 0.54)
C (2.02, 0.18, -1.19)
C (-0.57, 0.47, 0.38)
C (0.26, -1.21, 1.98)
C (1.40, -0.69, -2.29)
C (-0.79, 1.49, 1.47)
C (-1.00, 1.09, -0.98)
O (2.09, 0.79, 1.11)
Cl (3.58, 0.79, -1.57)
H (-0.18, -1.52, -0.14)
H (-0.15, -2.16, 2.00)
H (-0.40, -0.54, 2.59)
H (1.45, -1.19, 2.15)
H (2.35, -1.03, -2.79)
H (0.74, -0.13, -2.94)
H (0.94, -1.47, -1.70)
H (0.06, 1.40, 2.24)
H (-1.64, 1.32, 2.10)
H (-0.83, 2.55, 1.04)
H (-0.96, 2.21, -1.03)
H (-2.05, 0.73, -1.18)
H (-0.33, 0.62, -1.80)

natural (NBO) analysis output, partial charges in e:
1. C 0.56
2. C -0.26
3. C -0.31
4. C 0.20
5. C -0.64
6. C -0.63
7. C -0.70
8. C -0.67
9. O -0.58
10. Cl 0.00
11. H 0.23
12. H 0.21
13. H 0.21
14. H 0.26
15. H 0.24
16. H 0.21
17. H 0.22
18. H 0.26
19. H 0.24
20. H 0.23
21. H 0.23
22. H 0.23
23. H 0.24